Entry from the OMol25 dataset: C34H32N4O2ReSi as an isolated structure (ωB97M-V/def2-TZVPD).

```
74
Properties=species:S:1:pos:R:3:forces:R:3:mulliken_spin:R:1
Re -0.241173 0.107273 0.081028 0.0159 -0.1620 -0.0244 0.898
Si -0.032981 1.740235 1.973499 0.0303 0.0294 -0.0011 0.124
O -2.003388 0.870561 -0.571687 0.0400 0.0183 0.0723 0.009
O 1.197782 0.587755 -1.025314 -0.0322 0.0395 0.0305 0.029
N 2.646153 -0.427278 0.404160 0.0057 -0.0057 0.0291 -0.004
N -0.955465 -1.498434 1.162718 -0.0349 0.0924 -0.0371 0.045
N -2.128912 2.136062 -2.412615 0.0090 -0.0054 0.0135 0.013
N 1.411617 -0.855364 0.839929 0.0013 0.0318 -0.0592 -0.032
C -2.264997 -1.800942 1.234149 -0.0272 -0.0299 0.0260 -0.040
C 3.905231 2.895323 2.397749 0.0024 0.0036 -0.0084 0.000
C 3.545387 1.107479 -1.241202 0.0030 -0.0041 0.0062 -0.004
C -1.259573 1.139829 3.246009 -0.0006 0.0030 -0.0057 -0.008
C 3.651315 0.876866 3.679332 0.0004 0.0023 -0.0008 0.004
C -0.476888 -3.287225 2.677696 0.0028 0.0072 -0.0099 0.000
C 1.324640 -1.868994 1.640883 -0.0178 -0.0115 0.0019 -0.008
C -3.566719 0.630256 3.809585 -0.0023 0.0010 -0.0032 0.002
C 1.742388 1.808011 2.511482 -0.0132 -0.0239 -0.0003 -0.019
C 3.286136 1.862566 -2.385417 0.0000 0.0027 0.0028 0.001
C -0.896594 0.813272 4.555811 -0.0042 0.0148 -0.0185 -0.003
C -1.991711 5.343786 1.359913 0.0036 0.0035 0.0119 0.000
C 4.837849 1.043221 -0.714230 -0.0062 0.0015 -0.0003 -0.002
C 4.450077 1.913853 3.210209 0.0060 -0.0035 0.0016 0.000
C 2.480248 -2.604952 2.210941 -0.0001 0.0049 0.0118 -0.001
C -0.061909 -2.241100 1.871902 0.0195 -0.0023 -0.0035 0.024
C 5.861524 1.730834 -1.336378 0.0029 0.0026 -0.0034 0.000
C -2.552625 1.827097 -1.210208 0.0112 0.0189 -0.0441 0.000
C -2.612777 1.047134 2.895548 0.0111 -0.0124 -0.0053 -0.010
C -1.850160 0.394003 5.474522 -0.0029 -0.0106 0.0084 0.001
C -1.549626 4.142155 1.898517 0.0098 0.0255 0.0080 0.000
C -1.827324 -3.577867 2.766546 0.0137 0.0017 -0.0006 -0.006
C -1.514623 5.771021 0.128277 -0.0049 0.0065 -0.0043 -0.001
C -2.731072 -2.826115 2.028558 0.0059 0.0167 -0.0112 0.004
C -0.145624 3.800607 -0.018845 0.0091 -0.0121 -0.0057 0.005
C -3.182466 0.295195 5.102015 0.0007 -0.0041 0.0041 -0.002
C 5.602245 2.481899 -2.477891 0.0026 -0.0012 0.0021 0.000
C -3.673589 2.578576 -0.595476 -0.0307 -0.0267 -0.0051 0.001
C 2.561025 2.844277 2.053240 -0.0114 0.0031 0.0085 -0.003
C -0.620786 3.347910 1.217503 -0.0096 -0.0208 0.0316 -0.029
C -0.586302 5.000239 -0.560439 -0.0074 -0.0019 -0.0100 0.002
C 4.317856 2.548264 -3.001609 -0.0019 -0.0013 -0.0003 0.000
C 2.314202 0.823478 3.327557 -0.0013 0.0194 -0.0125 -0.006
C 2.473861 0.392630 -0.571634 -0.0073 -0.0150 -0.0158 0.019
H 6.864709 1.683976 -0.935743 0.0012 -0.0001 0.0005 0.000
H 4.522295 3.708774 2.039608 0.0011 0.0005 -0.0007 0.000
H -2.702089 5.950423 1.905780 -0.0028 0.0066 0.0055 0.000
H 4.074503 0.119069 4.325985 0.0016 -0.0044 0.0042 0.000
H 2.286237 1.900508 -2.795655 -0.0011 0.0004 -0.0006 -0.001
H 3.407819 -2.097676 1.966571 -0.0014 0.0011 0.0018 0.000
H -2.171156 -4.387737 3.394875 -0.0022 -0.0035 0.0039 0.000
H -1.362396 1.634403 -2.837954 0.0006 0.0046 0.0033 0.000
H -2.929988 1.329768 1.896041 -0.0054 -0.0099 0.0084 -0.002
H -1.853212 6.710850 -0.287240 0.0013 0.0073 0.0003 0.000
H 0.600819 3.224996 -0.561200 -0.0118 -0.0112 -0.0077 0.001
H -1.553499 0.161357 6.488656 0.0016 0.0001 0.0034 0.000
H 4.125593 3.129388 -3.892789 -0.0002 0.0012 -0.0023 0.000
H 0.130130 0.919666 4.880174 0.0062 0.0012 0.0046 -0.001
H 1.708356 0.003315 3.698251 0.0020 0.0019 0.0077 -0.002
H -3.258595 3.179349 0.219926 -0.0023 -0.0018 -0.0388 0.001
H 2.147284 3.632239 1.434938 0.0069 0.0017 0.0064 0.001
H -4.173568 3.230141 -1.307000 -0.0027 0.0047 0.0015 0.000
H 0.256546 -3.867743 3.218569 0.0025 -0.0002 0.0034 0.000
H -1.931767 3.823065 2.861062 0.0093 0.0128 0.0111 0.000
H -4.390285 1.877155 -0.169790 0.0031 -0.0055 -0.0065 0.000
H 6.407624 3.016896 -2.963001 0.0017 0.0005 -0.0002 0.000
H -3.791774 -3.027111 2.064619 -0.0050 -0.0011 -0.0024 0.000
H -3.924162 -0.022681 5.822530 -0.0050 0.0013 0.0047 0.000
H -4.610266 0.581424 3.525673 -0.0064 -0.0005 -0.0024 0.000
H 5.494405 1.959597 3.489644 0.0033 0.0000 0.0007 0.000
H -2.558387 2.883741 -2.935356 -0.0010 -0.0008 0.0078 0.000
H 2.377396 -2.675364 3.295368 0.0039 -0.0055 0.0017 0.002
H 5.021136 0.462397 0.179078 0.0040 -0.0017 0.0049 0.000
H -0.192389 5.346292 -1.507969 0.0004 -0.0027 0.0001 0.000
H -2.936309 -1.190033 0.647296 0.0032 0.0068 0.0035 -0.003
H 2.513830 -3.621857 1.814070 0.0025 0.0000 -0.0074 0.000
```
Positions in Å, forces in eV/Å.

* 2S+1: 2
* E_HOMO (alpha / beta): -0.509 / -0.506 Ha
* net charge: +2
* HOMO-LUMO gap (alpha / beta): 0.255 / 0.249 Eh
* ΔE to the lowest compared entry with this formula, charge and spin: 0.0 kJ/mol
* largest force on an atom: 0.165 eV/Å
* lowest unoccupied orbital energy (alpha / beta): -6.92 / -6.99 eV

=====

Entry from the OMol25 dataset: C22H15FN7O11PdS as an isolated structure at a distorted geometry (ωB97M-V/def2-TZVPD).

```
58
Properties=species:S:1:pos:R:3:forces:R:3:nbo_charge:R:1
Pd 0.001764 -0.155645 -0.119353 1.4342 -0.1210 -0.6144 1.320
S -1.888887 0.464562 -1.234563 0.0089 0.1603 -0.0824 0.081
F -5.654245 -2.745417 2.360636 0.0286 -0.0100 -0.0010 -0.290
O 1.157737 0.999053 -1.406792 -1.5719 0.4265 2.2233 -0.576
O -0.529507 -4.108107 3.128129 -0.0900 0.0060 -0.0714 -0.598
O 5.404774 -2.928440 -3.568093 0.3942 -0.0453 0.0113 -0.347
O 0.193552 1.460804 -3.843551 -0.2647 -0.0659 -0.2481 -0.365
O 1.709446 -0.841467 0.780702 -1.2369 0.1035 0.6169 -0.712
O 3.927583 -0.705022 0.693282 -0.1533 -0.4942 0.5017 -0.549
O 1.879435 1.988941 -5.090962 -0.1698 -0.0380 -0.1867 -0.338
O -4.541986 -2.913872 4.911416 -0.0161 -0.0521 -0.0773 -0.532
O 4.903027 -1.860203 -5.376483 0.3161 0.1132 -0.2333 -0.350
O -0.268201 -2.285099 -0.897151 0.4060 1.4623 -0.1345 -0.562
O -1.078109 -1.483593 0.968217 -0.0279 -0.5869 -0.1442 -0.616
N -2.177266 2.452039 0.725036 0.1644 0.0697 0.0975 -0.352
N 4.835612 -2.062065 -4.187831 -0.8502 -0.2672 0.2216 0.530
N -2.573191 -3.597210 3.993561 -0.0268 -0.0508 -0.0797 -0.629
N -0.037934 1.584969 1.303730 0.5140 -0.4905 -0.6727 -0.429
N 1.346817 1.369398 -4.200085 0.6306 0.1500 0.5981 0.532
N -3.973534 1.840276 -0.319712 -0.1174 0.0379 0.0528 -0.309
N -2.273957 -3.788624 1.697259 -0.1547 0.0831 -0.2041 -0.418
C -3.243380 3.193555 1.245329 0.0914 -0.0209 -0.0124 -0.059
C 1.117392 1.741624 1.971782 0.0459 -0.1275 -0.0613 0.081
C -2.657694 1.611724 -0.224804 0.0164 -0.1010 0.0320 0.268
C -4.347165 2.818814 0.585972 -0.0201 -0.0995 -0.1424 -0.024
C 1.512789 2.951499 2.509210 -0.0599 -0.0539 0.0141 -0.226
C 3.135423 -0.283892 -4.128634 0.2812 -0.2617 0.0719 -0.159
C -0.489821 3.902431 1.635780 0.0146 0.0062 0.0399 -0.251
C -1.698756 -3.855126 2.956001 0.1515 0.0543 0.2902 0.794
C 2.828327 -0.693635 -1.364226 -0.5669 0.4866 0.6862 -0.185
C 2.847465 -0.802097 0.166067 0.4957 1.1708 -1.6925 0.773
C 3.732587 -1.450279 -2.064999 0.3696 -0.1183 -0.7617 -0.135
C -0.842741 2.639870 1.199958 -0.6188 -0.0441 -0.2707 0.386
C -0.882842 -2.475428 0.173604 -0.3291 0.4096 0.9421 0.789
C 0.714800 4.060013 2.297501 0.0559 0.0314 0.0287 -0.096
C -1.386970 -3.837501 0.560420 -0.0807 -0.1594 0.0245 -0.331
C -3.593069 -3.398060 1.521143 0.1508 -0.0325 -0.2078 -0.031
C -3.906624 -3.188858 3.927134 0.1049 0.1166 0.1685 0.597
C 2.214130 0.441093 -3.435766 -0.7433 -0.1859 0.4368 -0.016
C -4.386252 -3.113339 2.546496 -0.1477 0.0109 0.0924 0.250
C 3.860142 -1.245334 -3.428465 0.2093 0.1600 0.1250 0.047
C 2.009507 0.276931 -2.025354 1.1823 -1.3977 -1.2053 0.400
C -4.869536 1.139537 -1.238889 0.0260 0.0252 0.0182 -0.415
H -3.951394 -3.346074 0.501700 0.0118 -0.0194 0.0011 0.229
H -0.518579 -4.443275 0.818220 0.0234 -0.0313 -0.0132 0.299
H -2.172428 -3.656016 4.919797 0.0139 -0.0109 0.0124 0.442
H 3.290733 -0.146717 -5.189199 -0.0156 0.0409 0.0130 0.289
H 1.013287 5.037993 2.650635 0.0122 -0.0091 -0.0170 0.250
H 2.442421 3.014711 3.055621 -0.0001 -0.0379 -0.0213 0.260
H -1.884780 -4.289556 -0.296391 0.0189 -0.0274 -0.0203 0.249
H -4.554405 1.307671 -2.266311 -0.0078 0.0210 -0.0109 0.239
H -5.367562 3.142554 0.687442 0.0010 -0.0111 -0.0114 0.259
H 1.724716 0.854750 2.070311 0.0990 -0.1068 -0.0994 0.271
H -4.853933 0.073196 -1.023031 0.0061 -0.0044 0.0192 0.237
H 4.365720 -2.164619 -1.557984 0.0011 0.0003 -0.0311 0.280
H -3.116671 3.879917 2.061284 0.0102 -0.0095 -0.0099 0.258
H -1.140468 4.746516 1.459044 -0.0205 -0.0508 -0.0072 0.250
H -5.872385 1.529795 -1.097825 0.0003 -0.0037 0.0063 0.239
```
Positions in Å, forces in eV/Å.

* E_HOMO (alpha / beta): -0.433 / -0.433 Ha
* net charge: +1
* HOMO-LUMO gap (alpha / beta): 0.174 / 0.174 Eh
* ΔE to the lowest compared entry with this formula, charge and spin: 108.4 kJ/mol
* largest force on an atom: 2.756 eV/Å
* lowest unoccupied orbital energy (alpha / beta): -7.04 / -7.05 eV

=====

Entry from the OMol25 dataset: C51H39F3NO2PdSb as an isolated structure at a distorted geometry (ωB97M-V/def2-TZVPD).

```
98
Properties=species:S:1:pos:R:3:forces:R:3:lowdin_charge:R:1
Sb 1.283786 1.860257 1.886351 0.3229 -0.2909 0.6251 1.525
Pd 0.080107 -0.344174 0.878412 -0.2157 0.0774 -0.9974 0.357
F -3.802374 -0.416490 4.781556 -0.0586 -0.0218 0.0155 0.008
F 4.499833 -2.858092 4.699817 0.0084 -0.0602 0.0478 0.005
F 4.777170 5.421233 5.912916 0.0482 0.0456 0.0262 0.007
O -1.372978 2.120950 0.469496 0.1368 -0.0903 -0.1254 -0.254
O 2.050608 0.217702 -0.498670 -0.1522 0.0130 -0.0388 -0.342
N -0.857262 -0.684086 -1.247312 -0.0723 0.3198 -0.1852 0.130
C -3.692633 3.881303 1.050190 -0.0422 0.0231 0.0372 -0.034
C 3.649578 3.438946 3.098093 -0.0455 0.0307 -0.0069 -0.157
C -5.390246 3.640458 2.741727 -0.0005 -0.0366 0.0031 -0.131
C 3.340072 -0.808239 4.876631 -0.0057 0.0402 0.0500 -0.035
C -4.547608 4.447086 1.979827 0.0113 -0.0019 -0.0063 -0.102
C 3.847274 -1.821642 4.092652 -0.0167 0.0553 -0.0300 -0.302
C -3.883580 3.036475 -2.056267 0.0739 -0.0811 -0.1107 -0.053
C 1.821765 3.799698 4.573594 -0.0307 -0.0689 -0.0828 -0.128
C 3.963291 4.706871 5.080496 -0.0763 -0.0340 -0.0336 -0.307
C 2.638799 4.547199 5.421155 -0.0073 0.0183 0.0371 -0.041
C -1.832065 -0.714598 3.514766 -0.0118 -0.0560 0.0259 -0.029
C 4.493072 4.172069 3.924252 0.0220 -0.0006 -0.0107 -0.037
C 5.956488 -1.009112 -0.555439 0.0189 -0.0226 -0.0309 -0.085
C 2.343100 -0.393416 -1.655771 0.1264 -0.3007 -0.2708 -0.525
C 2.305981 3.213217 3.405527 -0.1324 0.1087 -0.0068 -0.372
C -0.068576 -1.038781 -2.277422 -0.0256 -0.0819 0.1041 -0.251
C -3.921678 3.599225 -3.327549 -0.0572 -0.0196 0.0449 -0.115
C -2.077323 -0.175874 -1.505597 0.0491 -0.0474 0.0020 -0.256
C 5.567353 -2.450922 -2.426052 -0.0112 -0.0202 -0.0124 -0.111
C -2.591175 -0.145252 -2.802844 -0.0038 0.0247 0.0002 -0.040
C 2.724401 2.581833 -4.824300 -0.0272 -0.0043 0.0252 -0.126
C 2.540662 0.266169 -4.183009 0.0297 0.0200 -0.0542 -0.057
C 2.543831 0.301007 2.864092 -0.1266 0.0422 -0.2724 -0.334
C 4.647054 -0.557649 -0.636582 0.0866 0.0697 -0.1394 -0.032
C -2.568731 1.950673 -0.111918 0.2287 -0.2014 0.2061 -0.547
C -1.526639 3.476589 -3.441985 -0.0347 0.0026 -0.0073 -0.083
C -2.868536 0.391235 -0.377904 0.0800 0.3721 -0.0349 -0.067
C -0.507723 -0.962604 -3.594950 -0.0002 -0.1159 -0.0461 -0.039
C -0.357973 1.182984 3.146481 0.1366 0.1450 -0.0214 -0.368
C -4.488831 1.706862 1.619785 -0.0656 -0.0192 -0.0223 -0.044
C 3.776733 -1.031155 -1.615527 -0.1009 0.0321 0.0552 -0.109
C -2.670526 2.679959 -1.471999 -0.1388 -0.1248 0.0282 -0.161
C 1.305858 -1.542901 -1.956669 0.1044 0.2942 0.0331 -0.062
C 3.723872 -1.822698 2.721576 0.0239 0.0077 -0.0443 -0.019
C -2.742572 3.810737 -4.029151 0.0281 0.0326 -0.0277 -0.126
C 2.429650 0.615954 -2.839619 -0.0358 0.0574 0.1527 -0.116
C -1.492203 2.924965 -2.169268 0.0394 -0.0255 0.0010 -0.013
C -3.652635 2.499490 0.842216 0.0234 -0.0042 0.0862 -0.139
C -1.798470 -0.540635 -3.858578 0.0044 0.0185 0.0316 -0.072
C -2.404978 1.450632 4.423275 -0.0173 0.1317 -0.0259 -0.038
C 2.617110 2.941776 -3.486961 -0.0495 -0.0219 -0.0552 -0.094
C 2.694613 0.253344 4.247998 -0.0117 -0.0452 -0.0284 -0.119
C -0.673076 -0.174168 2.953988 -0.0851 0.2135 0.1060 -0.256
C -1.253595 1.980279 3.850065 -0.0264 -0.0075 -0.0822 -0.117
C -5.351405 2.268209 2.558347 -0.0241 0.0466 0.0168 -0.112
C 6.427111 -1.956567 -1.455942 -0.0056 -0.0158 0.0145 -0.126
C -2.665568 0.111471 4.235557 0.0994 -0.0592 -0.0080 -0.303
C 2.464076 1.967132 -2.510088 -0.0827 0.0406 0.0197 -0.014
C 2.676990 1.237055 -5.167044 0.0045 -0.0166 -0.0110 -0.107
C 4.257497 -1.992406 -2.503885 0.0143 -0.0249 0.0589 -0.052
C 3.059637 -0.759875 2.113706 0.0552 0.0721 0.2454 -0.136
H 4.057666 3.011280 2.182855 0.0422 0.0053 0.0674 0.088
H -2.770455 4.236210 -5.026847 0.0055 0.0080 0.0171 0.082
H 2.353120 2.217907 -1.461383 -0.0149 -0.0195 0.0069 0.099
H 2.528560 -0.773743 -4.488378 -0.0138 -0.0308 0.0635 0.095
H 5.540871 4.323448 3.693083 -0.0157 -0.0005 -0.0128 0.105
H -0.560089 2.649642 -1.685312 -0.0373 -0.0041 0.0222 0.114
H 1.650744 -2.196217 -2.760521 -0.0741 -0.0259 -0.0042 0.092
H -1.076753 3.046691 3.931083 -0.0513 0.0039 -0.0125 0.089
H 0.148752 -1.264022 -4.400038 0.0391 0.0115 0.0242 0.095
H -2.174186 -0.505311 -4.874774 0.0092 0.0045 -0.0044 0.097
H -4.468599 0.628902 1.515829 0.0160 0.0393 0.0184 0.101
H 4.133460 -2.642487 2.143070 0.0025 0.0208 -0.0225 0.110
H -3.110536 2.070140 4.962721 0.0073 -0.0184 0.0055 0.107
H 2.747333 0.941008 -6.208503 0.0091 -0.0051 0.0082 0.087
H -6.057869 4.079750 3.474830 0.0039 -0.0040 -0.0068 0.082
H -0.601798 3.634481 -3.984350 0.0411 -0.0103 -0.0022 0.089
H 3.445256 -0.853608 5.953857 0.0172 0.0072 -0.0032 0.103
H 2.291569 1.049768 4.861396 -0.0086 0.0214 0.0316 0.090
H -3.938742 0.266485 -0.565867 0.0096 -0.1534 -0.0837 0.110
H 0.091642 -0.909865 2.523990 0.1526 -0.1781 0.4629 0.054
H -2.082880 -1.760085 3.388180 -0.0156 -0.0006 -0.0268 0.108
H -2.559879 -0.110359 0.540485 -0.1314 -0.0033 0.1126 0.094
H -4.808586 2.862188 -1.516131 0.0001 0.0082 0.0083 0.112
H 5.916850 -3.201924 -3.126886 -0.0104 0.0096 -0.0020 0.087
H 1.259357 -2.099571 -1.017990 0.0375 -0.1160 -0.0223 0.113
H 2.639568 3.987888 -3.202579 -0.0006 -0.0029 0.0023 0.095
H 6.614516 -0.625166 0.216033 -0.0292 0.0143 0.0143 0.096
H -3.597607 0.214885 -2.966487 -0.0111 0.0730 0.0153 0.107
H 4.250858 0.171242 0.059048 0.1616 0.0640 -0.1750 0.102
H -5.986247 1.622884 3.156167 0.0266 -0.0078 0.0006 0.093
H -4.558896 5.523001 2.120508 0.0154 -0.0086 -0.0105 0.088
H 2.937926 -0.729592 1.037700 -0.2490 -0.1261 0.2016 0.040
H 0.781830 3.662338 4.852297 0.0445 -0.0142 0.0451 0.074
H -3.024336 4.509762 0.473270 0.0197 -0.0210 0.0017 0.121
H 7.449478 -2.313415 -1.399543 -0.0101 0.0042 0.0179 0.084
H -4.875630 3.871061 -3.769152 0.0224 -0.0045 -0.0055 0.084
H 2.833323 3.338095 -5.593572 -0.0002 0.0032 0.0096 0.084
H 2.262582 4.991350 6.335550 0.0028 -0.0062 -0.0138 0.103
H 3.613392 -2.404441 -3.270831 0.0088 0.0285 -0.0195 0.089
```
Positions in Å, forces in eV/Å.

* E_HOMO: -0.056 Ha
* net charge: -2
* HOMO-LUMO gap: 0.219 Eh
* ΔE to the lowest compared entry with this formula, charge and spin: 6.2 kJ/mol
* largest force on an atom: 1.023 eV/Å
* lowest unoccupied orbital energy: 4.43 eV

=====

Which formula does entry 2 have? C22H15FN7O11PdS

=====

Among the records above, which one has the lowest ΔE to the lowest compared entry with this formula, charge and spin? C34H32N4O2ReSi

=====

Which formula does entry 3 have? C51H39F3NO2PdSb

=====

Among the records above, which one has the highest largest force on an atom? C22H15FN7O11PdS